The following is a DFT calculation (ωB97M-V/def2-TZVPD) of a cluster of 2 separate species, C3H6N2S4 in total in a non-equilibrium geometry.

```
15
Properties=species:S:1:pos:R:3
C 0.59 0.09 -1.43
C -0.47 1.02 -1.28
C 0.35 -0.90 -0.48
N -1.32 0.46 -0.37
N -0.83 -0.72 0.12
S 1.29 -2.29 0.09
S 1.97 0.70 1.45
S -2.93 0.98 0.13
S -1.67 -1.60 1.21
H 1.57 0.04 -1.91
H -0.63 2.06 -1.80
H 3.03 0.98 0.70
H 1.77 2.00 1.78
H -2.88 -0.12 0.94
H 0.15 -2.71 0.85
```

Its spin multiplicity is 1. The value obtained for the largest force on an atom is 2.83 eV Å⁻¹. As for the gap between HOMO and LUMO: 8.3 eV. For the total energy, the calculation gives -1820.06463 Ha.